No. 1
10
Properties=species:S:1:pos:R:3 method="wB97M-V/def2-TZVPD" e_tot_ev=-12260.1181 e_above_lowest_kcal_mol=158.3 charge=0 homo_ev=-10.56
C -0.786 0.173 -0.022
C 1.567 0.493 -0.118
C 2.780 -0.498 -0.036
H -3.502 -0.916 0.736
H -1.139 1.273 -0.439
N -1.764 -0.697 0.115
N 3.717 -1.161 -0.038
O -2.974 -0.159 -0.194
O 0.559 -0.220 -0.104
O 1.543 1.712 0.099


No. 2
11
Properties=species:S:1:pos:R:3 method="wB97M-V/def2-TZVPD" e_tot_ev=-14309.7688 e_above_lowest_kcal_mol=45.4 charge=0 homo_ev=-10.47
O -2.040 -1.910 -0.019
C -1.471 -0.871 0.006
O -2.067 0.347 -0.033
N -1.389 1.549 0.009
C -0.128 1.444 -0.035
C 0.624 0.229 -0.033
N 1.883 0.305 -0.034
O 2.512 -0.936 -0.011
O -0.100 -0.938 -0.049
H 0.400 2.388 0.049
H 1.777 -1.608 0.150


No. 3
9
Properties=species:S:1:pos:R:3 method="wB97M-V/def2-TZVPD" e_tot_ev=-18998.5133 e_above_lowest_kcal_mol=162.3 charge=0 homo_ev=-9.39
C -0.210 1.555 -1.279
C -0.323 -0.999 0.927
C 0.814 -1.584 0.528
H 0.280 1.717 -2.391
H -0.889 2.371 -0.445
N -0.001 0.187 -1.025
N 1.963 -2.139 0.892
O -0.471 0.297 0.501
S -1.163 -1.406 2.292


No. 4
9
Properties=species:S:1:pos:R:3 method="wB97M-V/def2-TZVPD" e_tot_ev=-19001.5530 e_above_lowest_kcal_mol=92.2 charge=0 homo_ev="-9.74 / -9.74"
C -0.334 -0.836 -0.177
C -0.657 0.494 0.378
C -1.430 -1.580 -0.135
N -2.673 -1.314 0.263
N -1.757 1.021 0.650
O -3.581 0.673 -1.051
S -3.285 0.229 0.299
H 0.684 -1.253 -0.481
H 0.107 1.208 0.561